Entry from the OMol25 dataset: one molecule with the formula C15H19N5OS (ωB97M-V/def2-TZVPD).

Properties
LUMO level	0.66	eV
energy relative to the best compared isomer or geometry (same formula, charge and spin)	1.339	eV
M	317.4	g mol⁻¹
SMILES	CCn1nc(C)c(/C=N/NC(=O)CSc2ccccn2)c1C

Geometry as XYZ:
```
41
Properties=species:S:1:pos:R:3:forces:R:3
C 0.646558 -0.572744 5.173552 0.206 0.010 -0.131
H -0.023100 0.245827 4.923514 -0.063 0.062 -0.005
H 0.099115 -1.507926 5.083269 -0.066 -0.088 0.015
H 0.973862 -0.458346 6.203102 -0.005 0.005 0.139
C 1.853183 -0.554541 4.237571 -0.149 0.098 0.513
N 1.450792 -0.657058 2.860949 0.040 -0.447 -0.512
C 1.250145 -1.767467 2.125046 -0.106 0.133 -0.450
C 0.815945 -1.332456 0.871413 0.240 0.403 0.886
C 0.782084 0.087040 0.976873 0.060 -0.455 0.144
N 1.166049 0.459063 2.177796 -0.058 0.781 -0.006
C 0.373054 1.057163 -0.063883 0.008 0.122 0.093
H 0.433305 2.067581 0.330414 0.003 0.090 0.012
H -0.646606 0.846069 -0.378757 -0.052 0.038 -0.111
H 1.019373 0.963501 -0.934671 -0.020 0.051 -0.119
C 0.479687 -2.138844 -0.257969 -0.125 -0.616 -0.493
N 0.145887 -1.629178 -1.377094 0.187 0.577 0.367
N -0.154866 -2.452404 -2.399724 0.080 -1.252 0.238
C -0.568419 -2.006995 -3.614741 0.042 0.352 -0.062
O -0.794773 -2.773693 -4.523919 -0.084 -0.056 -0.126
C -0.699747 -0.503700 -3.716728 -0.520 0.361 0.061
H 0.147159 -0.028416 -3.225773 0.034 0.033 -0.067
H -0.790995 -0.221794 -4.764569 0.146 -0.126 0.058
S -2.216993 0.000280 -2.814901 0.133 -0.197 -0.143
C -1.982586 1.733407 -2.604346 0.219 -0.038 -0.226
N -2.825946 2.258751 -1.726936 -0.209 -0.534 0.060
C -2.756469 3.550751 -1.475226 0.082 0.384 0.006
C -1.836650 4.394534 -2.078262 0.054 -0.034 -0.062
C -0.964230 3.843691 -3.005748 -0.072 0.029 0.088
C -1.032342 2.491334 -3.286683 -0.064 0.001 0.074
H -0.376114 2.052575 -4.019692 0.052 -0.061 -0.054
H -0.238350 4.462809 -3.513444 0.044 0.045 -0.025
H -1.806789 5.445134 -1.837625 -0.018 0.085 0.041
H -3.472026 3.918785 -0.751794 -0.018 0.131 0.048
H -0.092941 -3.466836 -2.275618 -0.047 0.333 -0.134
H 0.520477 -3.228910 -0.123760 -0.041 0.060 -0.110
C 1.501554 -3.134145 2.648050 0.021 0.042 0.061
H 2.543708 -3.246487 2.949316 0.026 -0.080 0.011
H 1.285753 -3.873677 1.882611 0.006 -0.076 0.010
H 0.873762 -3.341890 3.514127 -0.014 -0.088 0.043
H 2.383557 0.394674 4.341238 0.042 -0.184 -0.060
H 2.534933 -1.375463 4.473022 0.003 0.104 -0.069
```
Positions in Å, forces in eV/Å.



Entry from the OMol25 dataset: C7H11N as an isolated structure (ωB97M-V/def2-TZVPD).

Properties
LUMO level	1.07	eV
energy relative to the best compared isomer or geometry (same formula, charge and spin)	9.033	eV
M	109.2	g mol⁻¹

Geometry as XYZ:
```
19
Properties=species:S:1:pos:R:3:forces:R:3
C 0.513909 -0.509205 -1.580715 -1.835 0.020 -4.819
C -1.175244 -0.179969 -1.784970 0.485 3.307 1.602
C -1.538928 0.164764 -0.187595 -3.418 -0.662 2.377
C -0.553252 0.486557 1.396966 -1.703 0.956 2.971
C 1.848060 0.280651 0.823358 -2.219 -2.400 0.322
C 0.593946 -0.019376 -0.198195 5.276 -2.706 0.128
C -0.580446 -0.718216 0.529204 -0.173 2.747 3.137
H 0.688288 -1.574491 -1.832531 -0.275 0.280 0.981
H 1.053727 -0.047927 -2.525925 -0.788 -0.037 2.362
H -1.393107 0.889578 -2.198267 0.725 -2.217 -0.463
H -1.838289 -0.983084 -2.256643 0.993 1.113 0.982
H -2.694611 0.398294 0.346113 3.190 -1.267 -2.253
H -1.250930 0.709402 2.344357 1.110 -0.686 -2.416
H 1.037748 0.468478 2.800430 -0.648 1.272 -2.103
H 2.487464 1.041903 0.310795 -0.067 -1.018 0.859
H 2.349215 -0.758168 1.290479 -0.873 3.101 -1.337
H 0.387159 1.019122 -0.215147 -0.582 0.684 -0.838
H -0.814968 -1.640247 1.090755 0.939 -0.281 -1.279
N 0.880259 0.971933 1.847534 -0.138 -2.205 -0.213
```
Positions in Å, forces in eV/Å.



Entry from the OMol25 dataset: a 2-piece molecular cluster, CH3N2O2 overall (ωB97M-V/def2-TZVPD).

Properties
LUMO level (spin up / spin down)	-7.58 / -7.58	eV
energy relative to the best compared isomer or geometry (same formula, charge and spin)	0.894	eV
M	75.0	g mol⁻¹
charge	+1

Geometry as XYZ:
```
8
Properties=species:S:1:pos:R:3:forces:R:3
C -0.831799 0.673291 -0.308646 2.051 2.445 -1.312
N 0.178123 -0.159616 -0.116046 -0.897 -0.166 0.340
N -1.913630 4.319936 -0.195568 -0.368 -1.079 0.161
O -0.815561 1.943458 -0.189958 0.067 -2.762 0.659
O -2.364079 3.354732 -0.086018 0.034 1.365 -0.168
H -1.511410 0.151687 -0.928889 -1.945 -0.092 -0.290
H -0.012209 -1.100369 -0.447339 0.533 0.133 0.424
H 0.991026 0.044363 0.424953 0.526 0.157 0.186
```
Positions in Å, forces in eV/Å.



What is the formula in the first record? C15H19N5OS



Which formula does entry 3 have? CH3N2O2